No. 1
39
Properties=species:S:1:pos:R:3:forces:R:3 method="wB97M-V/def2-TZVPD" homo_lumo_gap_ev=9.14 lumo_energy_ev=-0.529 spin_multiplicity=1
O 13.482 23.376 -11.214 1.45 -0.31 1.08
H 13.898 24.184 -11.569 0.25 -0.56 0.53
H 14.093 22.928 -10.540 -1.22 1.49 -1.19
O 10.980 22.516 -12.364 0.34 1.75 0.97
H 10.751 21.824 -12.936 -0.58 -1.84 -1.61
H 10.813 23.332 -12.873 -0.02 -0.33 -0.11
O 13.467 22.982 -13.997 -2.30 0.63 0.86
H 12.927 23.012 -13.161 0.31 -0.06 -1.02
H 14.301 22.735 -13.656 1.96 -0.44 0.38
O 13.806 24.503 -16.213 0.08 -1.98 -0.21
H 13.607 23.983 -15.410 0.20 -0.05 -0.37
H 13.662 25.377 -15.944 -0.17 2.16 0.33
O 10.980 22.121 -15.842 -1.60 -0.83 0.41
H 10.961 23.040 -15.638 0.21 1.06 0.08
H 11.765 21.936 -16.315 1.23 -0.20 -0.76
O 12.383 20.441 -14.215 -0.96 0.41 -0.45
H 12.617 21.380 -14.135 0.00 -0.31 -0.35
H 12.504 20.106 -13.342 0.45 -0.56 0.96
O 14.682 19.574 -15.159 2.64 -2.25 -0.47
H 14.971 20.436 -15.350 1.59 1.74 -0.54
H 13.805 19.752 -15.005 -3.64 0.03 0.82
O 11.756 21.497 -10.026 2.61 -2.19 -1.25
H 11.614 21.854 -10.900 -0.12 0.17 -0.68
H 11.158 21.969 -9.541 -2.41 1.79 2.36
O 14.229 20.758 -11.829 0.96 0.21 -0.90
H 13.871 20.098 -11.265 -0.40 -1.07 0.84
H 13.787 21.552 -11.563 -0.58 0.57 0.05
O 16.269 23.028 -13.293 -0.22 0.52 0.42
H 16.517 22.302 -12.729 0.05 -0.90 0.27
H 16.781 23.759 -12.946 0.12 0.38 -0.17
O 10.932 24.418 -14.272 -1.38 -0.50 -0.03
H 10.271 25.095 -14.410 -0.32 0.26 -0.06
H 11.751 24.868 -14.259 1.54 0.76 0.02
O 16.212 21.895 -15.685 0.24 -0.79 -0.25
H 16.113 22.476 -14.926 0.03 0.42 -0.35
H 15.818 22.257 -16.477 -0.16 0.51 0.02
O 11.278 24.975 -11.126 -0.09 2.85 0.71
H 11.798 24.222 -11.258 0.77 -2.02 -0.06
H 10.389 24.850 -11.406 -0.84 -0.50 -0.25

No. 2
19
Properties=species:S:1:pos:R:3:forces:R:3 method="wB97M-V/def2-TZVPD" homo_lumo_gap_ev="8.04 / 4.70" total_charge=+1 lumo_energy_ev="-6.384 / -9.729" spin_multiplicity=2
C 2.035 -0.767 -0.584 0.63 1.90 -1.75
C 0.870 0.073 -0.105 -0.63 0.90 -0.18
C -0.473 -0.556 -0.720 -1.19 -1.14 -0.62
C 1.113 1.470 -0.750 -2.91 -0.63 -1.20
O 2.662 -0.394 -1.586 -1.11 -1.49 1.96
H 2.420 -1.607 -0.050 0.37 -1.25 0.43
H 0.835 0.222 1.042 0.24 -1.08 -1.83
H -1.044 -1.105 0.071 0.86 0.11 -0.79
H -0.294 -1.339 -1.608 -0.32 1.95 1.87
H -1.240 0.264 -1.075 2.01 -1.42 0.47
H 1.002 2.139 0.086 -0.13 0.96 -0.43
H 0.301 1.507 -1.577 1.17 0.84 1.66
H 1.995 1.605 -1.325 1.11 0.22 0.18
H -2.049 1.835 0.203 -1.18 0.18 2.36
H -2.853 2.455 1.550 1.43 -2.22 -1.59
O -2.382 1.627 1.142 -0.14 1.98 -0.80
H -1.723 -1.837 2.591 0.57 -0.59 1.28
H -2.103 -0.918 1.533 -0.96 -0.41 0.24
O -2.345 -1.801 1.884 0.19 1.20 -1.26

No. 3
182
Properties=species:S:1:pos:R:3:forces:R:3 method="wB97M-V/def2-TZVPD" homo_lumo_gap_ev=10.70 smiles="CCOP(=O)(OCC)OCC.CCOP(=O)(OCC)OCC.CCOP(=O)(OCC)OCC.CCOP(=O)(OCC)OCC.CCOP(=O)(OCC)OCC.CCOP(=O)(OCC)OCC.CCOP(=O)(OCC)OCC" lumo_energy_ev=0.672 spin_multiplicity=1
C 5.933 1.294 1.768 -0.33 -0.25 -0.27
C 6.775 0.031 1.878 0.87 -0.12 0.19
O 6.727 -0.814 0.693 1.19 -0.01 -0.91
P 8.188 -1.223 0.005 -3.71 1.50 -1.72
O 8.976 -0.064 -0.498 -0.35 -1.68 0.77
O 7.690 -2.293 -1.167 1.44 0.94 3.69
C 7.531 -1.936 -2.495 -2.49 2.15 -1.55
C 6.589 -0.669 -2.670 0.59 -0.18 1.00
O 8.696 -2.078 1.211 -0.06 -0.41 -0.62
C 10.069 -2.171 1.350 3.68 -0.57 1.40
C 10.418 -2.673 2.765 -0.39 0.52 -0.49
H 4.893 0.983 1.676 -0.11 0.18 -0.02
H 6.008 1.935 2.647 0.12 -0.34 0.27
H 6.159 1.957 0.933 0.29 -0.38 -0.23
H 7.821 0.220 2.119 0.15 0.52 -0.25
H 6.478 -0.573 2.735 -0.54 -0.13 -0.14
H 8.434 -1.577 -2.990 0.39 -0.82 0.09
H 7.033 -2.806 -2.922 0.54 -0.01 -0.47
H 6.400 -0.371 -3.701 0.33 -0.12 0.00
H 5.629 -0.635 -2.154 -0.19 -0.95 -0.07
H 7.117 0.111 -2.122 0.24 0.43 -0.52
H 10.619 -2.874 0.725 -0.96 -0.60 -0.73
H 10.623 -1.274 1.074 -0.62 0.68 0.41
H 9.929 -2.084 3.541 -0.28 -0.16 -0.03
H 10.108 -3.718 2.777 0.04 0.04 0.54
H 11.484 -2.583 2.972 0.05 -0.19 -0.29
C -3.060 5.478 1.565 -0.70 -0.34 -2.89
C -4.027 5.576 0.311 0.21 0.55 1.64
O -4.203 4.290 -0.285 -2.47 -0.63 -0.76
P -5.692 3.975 -0.919 -1.17 -0.33 0.44
O -5.854 2.595 -1.449 1.05 1.81 -0.54
O -6.820 4.082 0.269 1.97 1.53 -0.89
C -8.155 3.602 0.057 0.40 -1.15 0.60
C -9.027 4.066 1.188 -0.69 -0.09 -0.43
O -6.053 5.332 -1.837 0.74 -3.09 2.72
C -5.554 5.529 -3.131 1.51 0.54 -1.00
C -6.711 5.935 -3.887 -2.67 1.30 -2.09
H -2.124 5.576 1.015 0.63 0.50 1.05
H -3.365 6.283 2.234 0.66 -0.26 0.20
H -3.042 4.461 1.957 -0.46 0.26 0.40
H -4.967 6.012 0.648 -0.26 -0.26 -0.19
H -3.607 6.262 -0.425 0.06 -0.09 -0.07
H -8.595 3.897 -0.895 0.32 0.22 -0.10
H -8.103 2.513 0.078 0.08 -0.09 -0.25
H -8.679 3.905 2.209 0.62 0.35 -0.25
H -9.303 5.092 0.947 -0.19 0.07 0.72
H -9.901 3.416 1.149 -0.43 0.29 -0.19
H -4.799 6.315 -3.094 0.09 0.13 0.12
H -5.098 4.741 -3.730 0.18 -0.98 1.07
H -7.524 5.214 -3.803 0.00 -0.09 0.38
H -7.094 6.913 -3.594 -0.11 -0.04 0.32
H -6.612 6.017 -4.969 0.72 -0.02 -0.09
C -5.393 -4.424 0.919 1.04 -1.06 0.08
C -4.706 -4.966 2.205 -2.25 0.91 -0.30
O -3.340 -5.103 2.112 2.66 -1.43 -1.24
P -2.605 -6.174 1.098 1.87 -0.04 1.60
O -2.378 -5.708 -0.278 -0.42 -0.34 0.85
O -1.198 -6.412 1.943 -1.66 1.04 -1.59
C -1.217 -6.769 3.336 -0.37 -1.10 -1.18
C -1.119 -8.294 3.405 -0.61 1.09 1.01
O -3.316 -7.637 1.240 3.08 2.67 1.07
C -4.447 -7.982 0.561 -1.39 -0.66 -2.07
C -5.328 -8.657 1.574 -0.98 -0.42 0.04
H -4.795 -4.849 0.113 -0.39 -0.29 -0.43
H -6.402 -4.838 0.906 -0.07 0.38 -0.27
H -5.339 -3.359 0.692 -0.22 0.09 0.76
H -4.914 -4.267 3.015 0.11 -0.20 0.24
H -5.096 -5.954 2.448 -0.51 0.06 0.10
H -0.355 -6.380 3.878 -0.01 0.60 -0.49
H -2.150 -6.367 3.730 0.16 -0.19 0.55
H -0.286 -8.691 2.825 -0.04 0.15 0.16
H -0.961 -8.367 4.481 0.09 -1.16 0.11
H -2.067 -8.740 3.107 0.23 -0.18 0.06
H -4.870 -7.171 -0.032 -0.52 0.72 0.86
H -4.193 -8.575 -0.318 0.33 -0.94 0.33
H -6.359 -8.318 1.477 -0.05 -0.04 0.23
H -5.339 -9.745 1.522 0.10 -0.01 -0.32
H -4.939 -8.440 2.569 -0.26 0.27 -0.02
C -1.809 -2.469 1.536 0.70 0.73 1.22
C -0.678 -2.998 2.443 0.34 -1.43 -1.97
O 0.020 -2.049 3.247 0.25 2.17 0.42
P 0.788 -0.761 2.658 0.36 0.93 -0.64
O 1.651 0.065 3.559 -1.07 -1.76 -0.84
O 1.554 -1.365 1.342 -1.45 1.26 1.30
C 2.958 -1.329 1.203 0.64 0.60 1.19
C 3.353 -2.695 0.934 0.35 -2.09 -1.51
O -0.383 0.133 1.987 0.85 -0.20 0.11
C -0.047 1.392 1.339 -1.01 1.10 0.49
C -0.597 2.609 2.170 0.73 -0.09 -0.16
H -2.478 -1.925 2.203 -0.25 0.22 -0.30
H -1.312 -1.769 0.864 -0.50 0.02 -0.21
H -2.384 -3.214 0.987 0.52 -0.12 0.18
H -0.966 -3.850 3.058 -0.18 0.46 0.41
H 0.099 -3.386 1.784 -0.03 -0.35 -0.17
H 3.289 -0.671 0.399 -0.38 0.18 -0.10
H 3.479 -1.030 2.113 -0.41 0.58 0.22
H 2.753 -3.015 0.082 0.38 -0.15 -0.56
H 4.417 -2.718 0.701 0.03 -0.38 -0.03
H 3.063 -3.454 1.661 0.33 0.42 0.63
H 0.995 1.515 1.042 0.34 -0.26 0.79
H -0.528 1.399 0.361 -0.51 -0.26 0.13
H -0.048 2.871 3.075 0.29 -0.82 0.25
H -0.483 3.555 1.640 -0.20 -0.22 -0.71
H -1.641 2.517 2.468 -0.03 -0.39 -0.28
C 2.408 0.780 -8.157 0.25 1.07 -0.83
C 2.483 -0.672 -7.797 0.09 -0.21 0.44
O 2.574 -0.774 -6.370 1.12 -0.30 1.05
P 3.988 -0.622 -5.611 1.62 -0.96 -1.50
O 4.473 0.718 -5.259 -0.48 -0.43 -0.14
O 5.087 -1.491 -6.561 -0.88 1.58 0.39
C 6.432 -1.029 -6.863 0.34 -0.64 -1.18
C 6.975 -1.790 -8.109 -0.96 0.14 0.11
O 3.831 -1.627 -4.420 -0.05 -1.90 -0.40
C 3.726 -3.094 -4.797 -0.81 0.31 1.52
C 2.979 -3.764 -3.692 -1.30 0.77 1.48
H 3.163 1.377 -7.645 0.33 -0.35 0.14
H 2.597 0.943 -9.218 -0.09 -0.15 -0.16
H 1.491 1.322 -7.923 -0.35 -0.60 0.11
H 1.620 -1.281 -8.066 -0.16 0.32 -0.09
H 3.357 -1.201 -8.178 0.07 0.35 -0.44
H 6.519 0.032 -7.094 -0.55 0.12 0.42
H 7.122 -1.262 -6.052 -0.36 0.04 0.36
H 6.651 -1.399 -9.074 -0.05 0.67 0.13
H 8.065 -1.769 -8.098 -0.07 -0.30 0.04
H 6.545 -2.789 -8.170 0.52 -0.33 0.55
H 3.137 -3.265 -5.697 0.57 0.55 -0.33
H 4.659 -3.656 -4.755 0.61 1.08 -0.84
H 3.294 -3.448 -2.698 1.24 -0.56 0.03
H 1.973 -3.381 -3.518 -0.59 -0.31 -1.06
H 2.988 -4.844 -3.837 -0.08 0.07 0.26
C -4.304 2.347 6.455 -0.38 -0.72 -0.53
C -4.185 1.831 4.983 1.28 1.99 1.35
O -5.156 0.900 4.584 -0.06 -0.59 1.05
P -4.768 -0.437 3.804 0.48 -0.43 1.03
O -5.829 -1.464 3.907 0.90 0.97 -0.56
O -4.395 0.246 2.405 0.99 -0.96 0.71
C -5.431 0.865 1.623 -1.27 -0.05 -0.13
C -5.701 0.052 0.408 -0.94 0.04 -0.15
O -3.338 -0.952 4.508 -1.82 2.64 -6.58
C -3.308 -1.519 5.705 -1.19 -0.28 3.65
C -2.229 -0.829 6.480 2.16 -0.79 1.19
H -5.259 2.818 6.691 0.08 0.25 -0.26
H -4.192 1.560 7.201 0.03 -0.39 -0.24
H -3.462 3.013 6.644 -0.17 0.30 -0.16
H -4.155 2.695 4.319 -0.81 0.17 -0.20
H -3.130 1.565 4.918 -0.14 -1.25 -0.28
H -6.346 1.001 2.199 0.07 -0.11 0.37
H -5.199 1.851 1.220 0.97 0.14 0.74
H -4.740 -0.003 -0.104 -0.44 -0.58 -0.51
H -6.263 -0.862 0.598 0.86 -0.54 0.25
H -6.456 0.605 -0.150 0.50 0.34 -0.54
H -4.255 -1.333 6.212 -0.33 -0.40 0.22
H -3.142 -2.596 5.665 -0.03 -0.08 -0.13
H -1.865 0.134 6.122 -0.51 -0.06 -0.33
H -2.353 -0.738 7.559 -0.61 -0.02 0.01
H -1.374 -1.501 6.410 0.50 0.26 -0.05
C 0.693 6.638 2.253 -0.87 0.98 -0.01
C 1.616 5.729 1.524 0.79 -0.29 1.58
O 0.949 5.137 0.417 0.30 -0.07 -1.28
P 1.393 5.397 -1.093 -0.93 0.51 -2.48
O 1.161 6.759 -1.683 0.42 -1.99 1.42
O 2.898 4.847 -1.126 -1.36 1.23 -0.65
C 3.509 4.585 -2.414 1.70 -3.10 0.18
C 3.657 3.071 -2.418 0.65 -1.13 0.35
O 0.607 4.239 -1.992 3.74 1.73 1.69
C -0.720 3.920 -2.072 -1.94 -0.34 0.02
C -1.400 4.705 -3.161 -0.11 0.72 -1.09
H 1.181 7.161 3.075 0.18 -0.15 0.00
H 0.374 7.399 1.540 -0.09 0.21 0.03
H -0.220 6.188 2.641 0.14 -0.36 -0.04
H 2.540 6.280 1.351 -0.08 0.03 -1.09
H 1.968 4.930 2.176 -0.28 -0.40 -0.09
H 3.027 4.690 -3.386 -0.76 1.55 0.62
H 4.552 4.899 -2.423 -0.42 1.10 0.13
H 2.671 2.605 -2.432 0.16 -0.20 -0.31
H 4.342 2.696 -3.178 -0.63 0.21 -0.91
H 4.210 2.650 -1.578 -0.32 0.50 0.79
H -0.707 2.849 -2.273 -0.54 -0.08 0.14
H -1.221 4.149 -1.131 -0.15 -0.39 0.24
H -0.951 4.543 -4.141 0.48 -0.06 0.08
H -2.453 4.531 -3.383 -0.17 -0.41 0.75
H -1.295 5.768 -2.944 0.04 0.09 0.00

Values of energy relative to the best compared isomer or geometry (same formula, charge and spin), in order: 234.3, 288.3, 725.2, all in kJ/mol.
Values of E_tot, in order: -27039.51880, -10473.27406, -167621.82178, all in eV.